[1]
11 unconnected molecules or ions with the total composition C48H123N9O11 at a distorted geometry. Source: the OMol25 dataset; level of theory: ωB97M-V/def2-TZVPD.

Positions of all 191 atoms, in Å:
C: 1.458 -1.018 -1.350
C: 0.218 -0.895 -0.481
C: -0.954 -0.640 -1.432
C: -2.307 -0.671 -0.760
C: -2.506 -1.978 -0.001
C: -1.359 -2.350 0.941
N: -0.072 -2.126 0.248
O: 1.032 -2.476 1.082
C: -1.489 -1.624 2.288
C: -1.425 -3.854 1.188
C: 0.419 0.307 0.455
H: 1.429 -1.925 -1.955
H: 2.345 -1.137 -0.720
H: 1.638 -0.085 -1.877
H: -0.820 0.322 -1.935
H: -0.955 -1.439 -2.184
H: -3.149 -0.595 -1.449
H: -2.373 0.188 -0.082
H: -2.632 -2.788 -0.729
H: -3.446 -1.933 0.554
H: -0.529 -1.593 2.809
H: -1.920 -0.624 2.228
H: -2.131 -2.194 2.963
H: -0.728 -4.158 1.976
H: -2.409 -4.211 1.496
H: -1.081 -4.413 0.318
H: 1.335 0.195 1.044
H: -0.399 0.381 1.167
H: 0.533 1.217 -0.135
H: 1.038 -1.771 1.746
C: 5.153 1.544 4.971
C: 4.297 2.693 4.418
C: 5.026 4.025 4.547
C: 6.070 4.214 3.450
C: 5.417 4.035 2.064
C: 4.743 2.665 1.918
N: 3.849 2.491 3.045
O: 3.011 1.373 2.888
C: 3.895 2.738 0.643
C: 5.812 1.573 1.702
C: 3.063 2.766 5.305
H: 4.618 0.595 4.926
H: 5.466 1.701 6.006
H: 6.100 1.423 4.439
H: 4.357 4.884 4.443
H: 5.539 4.072 5.509
H: 6.886 3.488 3.523
H: 6.542 5.199 3.458
H: 6.252 4.113 1.363
H: 4.660 4.807 1.907
H: 3.489 1.763 0.360
H: 3.041 3.400 0.816
H: 4.500 3.109 -0.183
H: 6.631 1.701 2.407
H: 5.338 0.594 1.772
H: 6.243 1.682 0.704
H: 2.390 1.906 5.252
H: 2.406 3.603 5.032
H: 3.298 2.900 6.363
H: 2.130 1.778 2.799
C: -1.281 4.471 3.255
C: -0.372 3.268 3.518
C: -1.178 1.998 3.714
O: -1.946 2.076 4.878
C: -2.418 0.823 5.314
N: 0.624 3.064 2.467
H: -0.725 5.408 3.238
H: -1.996 4.530 4.080
H: -1.848 4.356 2.328
H: 0.113 3.450 4.480
H: -0.490 1.136 3.813
H: -1.728 1.734 2.790
H: -3.056 0.343 4.560
H: -3.063 1.025 6.167
H: -1.587 0.166 5.586
H: 0.311 3.229 1.519
H: 1.376 3.727 2.640
C: 4.716 -2.185 -0.449
C: 6.214 -2.387 -0.596
C: 6.880 -1.218 -1.293
O: 6.246 -0.986 -2.539
C: 5.814 0.335 -2.765
N: 6.822 -2.692 0.716
H: 4.563 -1.225 0.069
H: 4.212 -3.025 0.016
H: 4.320 -1.971 -1.444
H: 6.331 -3.267 -1.241
H: 7.947 -1.413 -1.450
H: 6.786 -0.316 -0.667
H: 5.146 0.658 -1.959
H: 5.331 0.365 -3.740
H: 6.666 1.026 -2.837
H: 6.415 -2.030 1.375
H: 7.809 -2.446 0.679
C: -6.336 -1.485 -0.405
C: -6.933 -2.233 -1.604
C: -7.501 -1.237 -2.597
O: -8.574 -0.503 -2.074
C: -9.787 -1.255 -1.987
N: -5.949 -3.097 -2.237
H: -5.758 -2.095 0.289
H: -7.077 -0.889 0.131
H: -5.627 -0.743 -0.805
H: -7.693 -2.919 -1.219
H: -7.806 -1.735 -3.528
H: -6.710 -0.533 -2.873
H: -9.990 -1.761 -2.933
H: -10.567 -0.516 -1.818
H: -9.716 -1.933 -1.137
H: -5.714 -3.959 -1.767
H: -5.050 -2.648 -2.383
C: -3.966 2.663 0.089
C: -3.284 2.650 -1.263
C: -4.155 2.052 -2.370
O: -5.346 2.810 -2.446
C: -6.012 2.638 -3.677
N: -2.936 4.033 -1.624
H: -4.284 1.669 0.418
H: -4.908 3.213 0.020
H: -3.341 3.126 0.852
H: -2.363 2.061 -1.217
H: -4.398 1.000 -2.153
H: -3.604 2.078 -3.318
H: -6.445 1.629 -3.738
H: -5.330 2.824 -4.510
H: -6.884 3.289 -3.713
H: -2.571 4.127 -2.571
H: -3.833 4.500 -1.771
C: -8.781 -2.288 3.277
C: -8.461 -2.016 4.720
C: -7.133 -2.669 5.127
O: -6.082 -2.099 4.379
C: -4.921 -2.923 4.293
N: -8.483 -0.597 5.049
H: -7.948 -2.066 2.607
H: -9.598 -1.659 2.914
H: -9.093 -3.321 3.113
H: -9.145 -2.491 5.433
H: -7.154 -3.749 4.902
H: -6.962 -2.584 6.209
H: -4.748 -3.324 5.295
H: -4.141 -2.218 4.009
H: -4.992 -3.704 3.531
H: -7.718 -0.089 4.622
H: -8.436 -0.420 6.043
C: 6.529 -4.952 -4.019
C: 5.097 -4.488 -3.772
C: 4.349 -4.449 -5.095
O: 2.995 -3.967 -5.024
C: 2.777 -2.762 -4.335
N: 4.421 -5.358 -2.804
H: 6.541 -5.992 -4.354
H: 7.126 -4.906 -3.109
H: 7.012 -4.323 -4.771
H: 5.149 -3.478 -3.356
H: 4.183 -5.481 -5.417
H: 4.851 -3.873 -5.880
H: 1.708 -2.698 -4.122
H: 2.999 -1.869 -4.940
H: 3.338 -2.712 -3.402
H: 3.843 -4.786 -2.198
H: 3.793 -6.002 -3.270
C: 2.334 2.281 -4.641
C: 1.909 2.633 -3.223
C: 2.654 3.846 -2.713
O: 4.046 3.585 -2.678
C: 4.717 4.773 -2.314
N: 0.442 2.860 -3.239
H: 3.413 2.205 -4.750
H: 1.954 3.032 -5.345
H: 1.859 1.362 -4.994
H: 2.091 1.777 -2.572
H: 2.252 4.049 -1.703
H: 2.502 4.759 -3.306
H: 4.631 5.593 -3.034
H: 5.785 4.541 -2.304
H: 4.438 5.067 -1.297
H: 0.179 3.009 -2.267
H: 0.251 3.716 -3.752
C: 0.910 -4.941 -1.788
O: 2.057 -4.262 -1.266
H: 1.113 -5.339 -2.782
H: 0.711 -5.786 -1.120
H: 0.010 -4.326 -1.842
H: 1.676 -3.591 -0.693
C: -1.146 -0.029 -5.079
O: -1.408 1.307 -4.744
H: -0.196 -0.385 -4.657
H: -1.890 -0.752 -4.734
H: -1.023 -0.093 -6.164
H: -0.669 1.624 -4.197

Properties
Structure (SMILES) = CC1(C)CCCC(C)(C)N1O.CC1(C)CCCC(C)(C)N1O.COC[C@H](C)N.COC[C@H](C)N.COC[C@H](C)N.COC[C@H](C)N.COC[C@H](C)N.COC[C@H](C)N.COC[C@H](C)N.CO.CO
Highest occupied orbital energy = -8.40 eV
Kohn-Sham gap = 8.8124 eV
2S+1 = 1

=====

[2]
3 unconnected molecules or ions with the total composition C3H13NO3 at a distorted geometry. Source: the OMol25 dataset; level of theory: ωB97M-V/def2-TZVPD.

Positions of all 20 atoms, in Å:
C: -0.782 0.382 0.421
C: -1.638 -0.861 0.277
C: -3.129 -0.491 0.075
O: -3.822 -1.677 -0.267
N: 0.465 0.194 1.105
H: -0.482 0.667 -0.619
H: -1.284 1.256 0.843
H: -1.339 -1.585 -0.469
H: -1.543 -1.349 1.262
H: -3.551 0.112 0.891
H: -3.289 0.164 -0.790
H: -3.530 -2.383 0.330
H: 1.238 0.787 0.779
H: 0.892 -0.733 1.073
H: 5.668 -1.935 -1.927
H: 4.882 -3.126 -1.896
O: 4.835 -2.233 -1.517
H: 2.078 4.701 1.012
H: 3.159 4.729 -0.173
O: 2.363 4.291 0.170

Properties
Charge = +1
Highest occupied orbital energy (spin up / spin down) = -14.02 / -14.02 eV
Kohn-Sham gap (spin up / spin down) = 10.5408 / 5.1256 eV
⟨S²⟩ = 0.75
2S+1 = 2

=====

Energy above the lowest of the compared OMol25 structures with the same formula, charge and spin values (in kJ/mol) by entry order: 0.0 214.6.
M values (in u) by entry order: 1002.6 111.1.